[1]
The following is a DFT calculation (the ωB97M-V functional and the def2-TZVPD basis) of 4 unconnected molecules or ions with the total composition C3H14O4 at a distorted geometry.

Structure (XYZ):
```
21
Properties=species:S:1:pos:R:3:mulliken_charge:R:1
O -0.348 2.867 -0.505 -0.60
O -2.075 -1.912 0.867 -0.62
O -2.504 0.921 -1.321 -0.62
O 2.698 -0.024 -0.162 -0.22
C 1.315 -1.838 0.220 -0.90
C 1.594 -0.366 0.620 0.32
C 0.345 0.454 0.224 -1.01
H 2.205 -2.460 0.361 0.38
H -1.594 1.104 -1.514 0.29
H 2.474 0.285 -1.065 0.44
H 2.043 -0.169 1.584 0.35
H -0.369 3.825 -0.361 0.30
H -2.311 -1.006 1.097 0.33
H -1.503 -2.221 1.570 0.32
H -2.512 -0.037 -1.283 0.32
H -0.423 0.056 0.914 0.15
H -1.171 2.714 -0.999 0.30
H 0.326 1.464 0.610 0.49
H 1.027 -1.873 -0.826 0.32
H 0.556 -2.365 0.801 0.21
H 0.227 0.581 -0.832 0.43
```

Results
total charge	+1
F_max	2.7	eV Å⁻¹
relative energy (zero: lowest compared OMol25 entry of this formula, charge and spin)	50.1	kcal per mole
gap between HOMO and LUMO (spin up / spin down)	11.69 / 5.40	eV
spin multiplicity	2
E_tot	-423.2414	Eh


[2]
The following is a DFT calculation (the ωB97M-V functional and the def2-TZVPD basis) of C4H6O2 in the gas phase.

Structure (XYZ):
```
12
Properties=species:S:1:pos:R:3:mulliken_charge:R:1
O 2.662 -0.893 -0.589 -0.45
O 0.455 -1.182 0.552 -0.44
C 1.800 -0.265 -0.096 0.67
C -1.712 -0.161 0.225 -1.07
C 1.189 0.986 -0.003 -0.82
C -0.355 -0.588 -0.242 0.20
H -1.694 0.091 1.288 0.29
H -0.225 -0.698 -1.320 0.36
H 0.615 1.193 0.888 0.27
H -2.410 -0.997 0.079 0.35
H -2.073 0.686 -0.364 0.33
H 1.747 1.827 -0.419 0.30
```

Results
F_max	0.8	eV Å⁻¹
relative energy (zero: lowest compared OMol25 entry of this formula, charge and spin)	67.3	kcal per mole
gap between HOMO and LUMO	9.61	eV
E_tot	-306.3991	Eh


[3]
The following is a DFT calculation (the ωB97M-V functional and the def2-TZVPD basis) of 3 unconnected molecules or ions with the total composition C6H14IN2O2 at a distorted geometry.

Structure (XYZ):
```
25
Properties=species:S:1:pos:R:3:mulliken_charge:R:1
I -6.606 -11.490 22.801 -0.99
O -5.586 -15.549 16.255 -0.63
O 1.154 -12.694 23.300 -0.63
N -1.071 -12.451 23.665 -0.20
N -6.399 -15.174 18.351 -0.22
C -6.731 -13.543 16.620 -1.09
C -6.217 -14.892 17.058 0.69
C -5.688 -16.207 18.995 -0.86
C -0.221 -14.118 21.951 -0.97
C 0.002 -13.020 23.015 0.63
C -0.926 -11.427 24.670 -0.76
H -0.544 -10.459 24.345 0.25
H -1.904 -12.694 23.148 0.22
H -5.902 -17.227 18.676 0.25
H -1.814 -11.218 25.266 0.33
H -0.146 -15.087 22.445 0.25
H -6.773 -14.429 18.922 0.29
H -4.614 -16.029 18.940 0.28
H -0.206 -11.857 25.366 0.26
H -1.262 -14.154 21.628 0.34
H -7.780 -13.462 16.907 0.34
H 0.430 -13.997 21.086 0.27
H -5.893 -16.240 20.066 0.36
H -6.767 -13.359 15.546 0.29
H -6.133 -12.846 17.207 0.29
```

Results
total charge	-1
F_max	2.5	eV Å⁻¹
relative energy (zero: lowest compared OMol25 entry of this formula, charge and spin)	29.9	kcal per mole
gap between HOMO and LUMO	6.50	eV
E_tot	-794.8154	Eh


[4]
The following is a DFT calculation (the ωB97M-V functional and the def2-TZVPD basis) of C5H10N2S in the gas phase at a distorted geometry.

Structure (XYZ):
```
18
Properties=species:S:1:pos:R:3:mulliken_charge:R:1
S -2.013 0.859 0.077 -0.02
N -4.628 -0.228 -0.378 -0.43
N 1.318 0.113 0.234 0.11
C 1.202 1.532 -0.045 -1.01
C 1.641 -0.646 -0.944 -0.97
C 0.270 -0.459 1.039 -1.09
C -1.110 -0.709 0.394 -0.44
C -3.556 0.210 -0.189 0.27
H -1.706 -1.324 1.073 0.46
H -1.032 -1.250 -0.544 0.37
H 2.588 -0.307 -1.362 0.33
H 0.950 2.101 0.887 0.30
H 0.885 -0.600 -1.743 0.32
H 0.138 0.177 1.930 0.41
H 0.619 -1.462 1.377 0.38
H 2.181 1.919 -0.345 0.33
H 1.796 -1.705 -0.658 0.30
H 0.459 1.777 -0.801 0.38
```

Results
F_max	2.4	eV Å⁻¹
relative energy (zero: lowest compared OMol25 entry of this formula, charge and spin)	31.7	kcal per mole
gap between HOMO and LUMO	9.65	eV
SMILES string	CN(C)CCSC#N
E_tot	-704.1732	Eh


[5]
The following is a DFT calculation (the ωB97M-V functional and the def2-TZVPD basis) of 12 unconnected molecules or ions with the total composition C37H94Br2N5O12S11 at a distorted geometry.

Structure (XYZ):
```
161
Properties=species:S:1:pos:R:3:mulliken_charge:R:1
Br 0.985 -3.394 -3.242 -0.17
Br -2.150 -3.440 -4.663 -0.10
S 3.416 -6.745 -4.475 0.50
S 2.997 -11.787 -3.195 0.53
S -4.095 1.877 1.896 0.57
S -4.298 10.324 2.630 0.71
S -7.784 -0.457 4.278 0.58
S -1.719 3.701 5.783 0.37
S -2.681 -4.620 -0.120 0.58
S 2.463 -1.667 3.094 0.49
S -0.198 -7.801 4.085 0.45
S 9.335 2.650 -5.227 0.41
S -3.497 6.020 2.208 0.85
O -3.761 -3.784 0.501 -0.65
O -0.842 -6.896 3.077 -0.53
O 3.591 -11.214 -4.447 -0.60
O -4.140 6.925 1.199 -0.71
O -8.315 -0.208 5.658 -0.67
O -1.968 4.494 4.534 -0.44
O 6.504 0.212 -0.548 -0.40
O -3.500 2.451 0.644 -0.66
O 1.384 -0.831 3.715 -0.60
O 2.885 -6.496 -3.094 -0.61
O 8.255 3.486 -4.606 -0.58
O -4.063 11.177 3.841 -0.70
N 2.038 1.138 -1.293 0.63
N -0.173 0.945 -2.052 -0.25
N 0.472 3.243 -0.957 0.47
N -1.426 4.848 -0.368 0.16
N 1.875 -0.127 -1.884 -0.10
C 2.022 -1.922 1.358 -0.65
C -4.333 0.105 1.623 -1.01
C 0.450 -0.387 -2.410 0.37
C -0.166 -1.717 -3.163 -0.06
C 2.790 4.313 -2.708 -0.61
C -1.015 -7.513 5.673 -0.95
C -1.916 6.764 2.676 -0.69
C -2.560 -0.442 -3.778 -0.79
C 6.733 1.531 -1.226 -0.54
C -1.228 4.866 7.078 -1.03
C -2.957 -6.333 0.394 -0.93
C -5.854 2.300 1.905 -0.81
C 5.656 1.671 -2.454 0.52
C 0.756 1.937 -1.375 -0.36
C 1.383 -7.056 4.553 -0.79
C 3.094 -8.479 -4.877 -0.83
C -4.314 6.307 3.796 -0.78
C 2.759 -13.559 -3.468 -0.97
C 8.894 2.394 -6.963 -0.92
C -3.122 -4.876 -1.856 -0.60
C 3.817 3.301 -3.510 -0.52
C -0.097 2.918 5.615 -0.97
C 2.188 -3.380 3.609 -1.13
C -3.824 11.298 1.180 -1.04
C -1.544 -1.734 -3.799 0.14
C -2.321 5.809 -1.122 -0.65
C -6.075 10.341 2.290 -1.04
C 9.059 0.937 -4.713 -0.80
C 5.335 3.241 -2.894 -0.39
C -8.106 -2.191 3.875 -0.94
C -8.977 0.229 3.104 -0.97
C 1.514 4.089 -0.262 -0.62
C 5.663 0.399 0.649 -0.20
C 2.925 4.271 -1.075 -0.09
C -0.982 3.682 -1.222 -0.79
C 2.223 -6.058 -5.649 -0.84
C 1.237 -11.364 -3.185 -0.91
H -3.419 5.709 -0.687 0.19
H 0.655 3.666 5.353 0.32
H 1.223 -6.442 -5.433 0.25
H 2.040 -8.712 -4.709 0.18
H 2.217 -13.990 -2.623 0.37
H 0.746 -11.867 -2.349 0.41
H 6.753 2.430 -0.476 0.38
H 3.740 -14.033 -3.547 0.33
H -2.067 7.804 2.978 0.31
H -6.271 9.830 1.345 0.34
H -0.153 2.168 4.822 0.31
H -2.743 11.449 1.202 0.31
H 1.825 -7.625 5.375 0.41
H 3.911 3.707 -4.628 0.36
H 2.577 -0.892 -1.994 0.24
H 5.540 3.963 -1.997 0.36
H -5.344 5.950 3.726 0.36
H -2.046 -7.870 5.603 0.32
H 2.202 -13.724 -4.394 0.31
H -9.977 -0.154 3.320 0.39
H -0.494 -8.067 6.458 0.37
H -6.316 2.000 0.962 0.37
H -8.977 1.317 3.204 0.32
H -4.142 -5.260 -1.930 0.40
H -1.017 -6.446 5.905 0.30
H 6.138 1.118 -3.393 0.10
H 3.683 3.481 -0.657 -0.14
H 1.158 -3.673 3.395 0.32
H 2.952 1.441 -0.891 -0.07
H 1.786 3.518 0.751 0.21
H -2.262 -6.989 -0.135 0.35
H -2.775 -6.406 1.469 0.25
H -1.092 3.855 -2.377 0.31
H -1.911 4.466 0.495 0.06
H -1.722 2.783 -0.961 0.27
H 3.403 2.208 -3.605 0.18
H 1.141 -10.283 -3.063 0.25
H -3.987 -6.627 0.180 0.36
H -8.684 -0.039 2.086 0.33
H -7.842 -2.380 2.832 0.33
H 4.831 -0.444 0.751 -0.04
H -4.889 -0.059 0.697 0.32
H 2.052 -7.089 3.690 0.31
H 2.087 -0.963 0.839 -0.15
H 3.358 5.335 -0.752 0.45
H -3.464 -0.517 -4.518 0.34
H 5.108 1.429 0.580 0.14
H -1.474 6.196 3.498 0.17
H 6.356 0.308 1.613 0.25
H 9.754 0.281 -5.242 0.41
H 3.358 -8.667 -5.920 0.38
H 2.723 -2.627 0.904 0.42
H -0.922 4.313 7.969 0.40
H -4.316 7.375 4.028 0.21
H 8.029 0.644 -4.927 0.22
H 1.713 4.115 -3.125 0.17
H 9.241 0.864 -3.638 0.24
H 1.159 5.157 0.061 0.28
H -1.247 6.731 1.813 0.24
H 2.517 -6.327 -6.666 0.40
H 8.958 3.353 -7.482 0.33
H 0.172 2.429 6.555 0.40
H -2.351 5.633 -2.288 0.33
H -6.346 1.797 2.742 0.17
H 7.873 2.010 -7.037 0.29
H -4.326 12.268 1.201 0.37
H 0.775 -11.665 -4.129 0.31
H -4.875 -0.326 2.468 0.34
H 2.883 -4.036 3.079 0.41
H -3.058 -3.917 -2.376 -0.15
H -6.437 11.371 2.242 0.40
H -2.422 -5.581 -2.311 0.41
H -1.872 6.894 -0.971 0.23
H -0.406 5.493 6.724 0.30
H -3.793 5.754 4.581 0.13
H 2.224 -4.971 -5.548 0.23
H -9.161 -2.424 4.043 0.33
H 9.594 1.690 -7.418 0.37
H -5.950 3.382 2.027 0.29
H 1.232 -6.017 4.855 0.12
H 4.700 1.061 -2.161 -0.38
H -2.023 0.594 -4.009 0.27
H 1.002 -2.307 1.284 0.46
H 3.079 5.413 -3.070 0.41
H 2.370 -3.453 4.683 0.43
H -7.489 -2.819 4.523 0.32
H -2.086 5.496 7.321 0.33
H 3.711 -9.106 -4.229 0.33
H -6.588 9.815 3.098 0.30
H -3.015 -0.342 -2.687 0.22
H 7.827 1.435 -1.693 0.06
H 6.128 3.538 -3.736 0.15
H -3.352 -0.369 1.544 0.34
H -4.095 10.755 0.271 0.34
```

Results
total charge	+1
F_max	7.1	eV Å⁻¹
gap between HOMO and LUMO	6.04	eV
E_tot	-12169.9226	Eh